C20H75HfN26O24S | wB97M-V/def2-TZVPD

Each line ends with the Löwdin charge.
Cartesian coordinates (Å):
Hf 0.070245 1.469662 -2.892495  1.76
N 0.399276 -0.648082 -0.317014  -0.45
O 1.251701 -1.426596 0.301594  -0.05
O -0.762997 -0.819066 -0.220451  0.07
O 0.894011 0.300458 -1.071332  -0.15
S -1.532369 2.875743 -4.795671  0.39
O -1.149442 3.600818 -5.990323  -0.27
O -2.957646 2.610748 -4.697303  -0.29
O -0.790516 1.457591 -4.765387  -0.43
O -0.951748 3.331128 -3.543527  -0.40
C -5.984987 -3.612007 2.113375  -0.03
C -4.648579 -3.384197 1.414496  -0.46
C -4.522549 -1.935390 0.990193  -0.21
O -5.581557 -1.373038 0.250604  -0.23
C -5.720655 -1.753771 -1.090451  -0.08
N -3.556207 -3.608162 2.307419  0.08
H -6.829115 -3.303619 1.492750  0.08
H -5.922980 -2.999066 2.998074  0.07
H -6.158280 -4.633056 2.448930  0.08
H -4.605002 -3.926781 0.422917  0.15
H -3.611311 -1.837489 0.337834  0.13
H -4.439131 -1.315575 1.861495  0.10
H -6.023349 -2.802472 -1.126371  0.09
H -4.736322 -1.691763 -1.577236  0.06
H -6.592572 -1.217859 -1.505608  0.11
H -2.734523 -3.162514 1.961880  0.02
H -3.376095 -4.592786 2.413847  0.07
C 2.779746 -6.536462 4.074793  -0.11
O 2.769721 -5.077930 3.692906  -0.19
H 1.914726 -6.972984 3.567568  0.06
H 3.676413 -7.016262 3.600582  0.08
H 2.825979 -6.786379 5.176749  0.09
H 1.982189 -4.674917 4.153230  0.06
C -0.370622 -1.178482 5.678764  -0.14
O -0.666859 0.150116 6.187120  -0.13
H -0.697321 -1.848801 6.457485  0.08
H -0.898890 -1.447449 4.761018  0.05
H 0.699508 -1.322227 5.541679  0.07
H -0.400442 0.858458 5.551999  0.07
C -6.685217 0.745912 2.394539  -0.09
O -5.803947 1.219442 1.264712  -0.17
H -6.354377 -0.205362 2.870779  0.08
H -6.771439 1.540812 3.097649  0.06
H -7.699912 0.557374 2.090446  0.07
H -5.790030 0.434339 0.671628  0.04
C -0.088096 -3.367663 2.959919  -0.12
O -0.608304 -2.212126 2.320763  -0.17
H 0.970016 -3.458428 2.623348  0.08
H -0.131945 -3.210037 4.056104  0.07
H -0.620318 -4.276981 2.675935  0.07
H -0.045733 -1.924306 1.604308  0.00
C -2.310226 -0.864699 -3.226463  -0.65
O -1.232448 -0.314718 -2.931680  -0.11
N -3.274608 -0.260919 -3.893017  0.25
N -2.427153 -2.137169 -3.082862  0.22
H -3.113616 0.712398 -3.844065  0.06
H -4.244679 -0.516674 -3.929493  0.13
H -3.379296 -2.518990 -2.978836  0.13
H -1.820517 -2.634325 -2.479885  0.09
C 0.835991 3.961359 -0.994537  -0.52
O 0.983748 2.840954 -1.496173  -0.12
N -0.124155 4.120634 -0.048189  0.23
N 1.746741 4.974846 -1.294099  0.22
H -0.544810 3.334448 0.431435  0.11
H -0.185948 4.882238 0.577313  0.09
H 2.578824 4.798633 -1.845350  0.08
H 1.700749 5.872304 -0.834979  0.10
C 3.727337 8.281697 -3.576001  -0.70
O 4.461769 9.129291 -3.158986  0.07
N 3.654291 7.077601 -2.956202  0.12
N 3.009195 8.250104 -4.763366  0.15
H 4.276879 7.035302 -2.139218  0.12
H 3.607932 6.235685 -3.512556  0.06
H 2.204987 7.651994 -4.825053  0.09
H 2.835446 9.087276 -5.264912  0.09
C 4.854811 1.834185 -0.689863  -0.64
O 5.105853 2.986881 -1.071660  -0.02
N 3.654457 1.103379 -0.909040  0.17
N 5.786718 1.253125 0.060707  0.16
H 2.878352 1.721736 -1.048463  0.04
H 3.441820 0.481026 -0.193298  0.03
H 5.757163 0.341087 0.507204  0.06
H 6.569695 1.884674 0.213764  0.12
C 4.298667 -1.117010 2.356631  -0.55
O 4.708565 -0.988934 1.166176  -0.05
N 3.132074 -0.572883 2.794176  0.18
N 4.988973 -1.940428 3.328685  0.15
H 2.691793 -0.783559 3.693425  0.12
H 2.527799 -0.295634 2.016299  0.09
H 4.985467 -1.545482 4.243202  0.08
H 5.871153 -2.339151 3.172565  0.07
C -2.418360 2.329272 -0.946963  -0.58
O -1.448924 1.656566 -1.419092  -0.13
N -2.828652 3.546142 -1.390810  0.19
N -3.150985 1.779929 -0.001952  0.23
H -3.801286 3.832736 -1.200272  0.14
H -2.379217 3.749654 -2.322817  0.10
H -2.724772 1.015842 0.516954  0.08
H -3.889258 2.253886 0.465573  0.09
C 2.097400 3.353936 -4.797319  -0.56
O 1.600871 2.500574 -4.002459  -0.13
N 1.557510 3.553251 -6.001096  0.22
N 3.263687 3.870784 -4.369612  0.19
H 1.800395 4.347956 -6.594463  0.14
H 0.516821 3.418399 -5.980223  0.06
H 3.505576 3.268573 -3.594202  0.10
H 3.991974 3.856717 -5.060103  0.12
C 1.881245 -1.174386 -3.271257  -0.65
O 1.476854 -0.037954 -3.501098  -0.08
N 3.160098 -1.430593 -3.097466  0.23
N 1.021413 -2.178465 -3.396603  0.22
H 3.235002 -2.225037 -2.492306  0.08
H 3.694100 -0.594163 -2.758391  0.13
H 0.333130 -1.830850 -4.026057  0.11
H 1.368297 -3.115673 -3.575901  0.13
C 3.275000 -4.517047 -0.868704  -0.65
O 2.202600 -4.903280 -1.399699  -0.03
N 4.332891 -4.163578 -1.634172  0.13
N 3.412065 -4.290950 0.479325  0.20
H 5.172140 -3.920786 -1.083559  0.12
H 4.425834 -4.791277 -2.460982  0.14
H 4.141794 -3.733907 0.932558  0.10
H 2.573193 -4.397248 0.972409  0.06
C -1.151665 -5.762141 0.426978  -0.73
O -1.916780 -6.169296 1.222858  0.05
N -0.045822 -6.546664 0.172645  0.16
N -1.182227 -4.536958 -0.158566  0.18
H 0.005472 -7.383238 0.747792  0.11
H 0.756124 -6.254944 -0.335712  0.04
H -0.420080 -4.231598 -0.744714  0.08
H -1.789752 -3.777723 0.178120  0.09
C 1.041367 4.210943 2.721347  -0.62
O -0.165773 4.261754 3.043212  -0.02
N 1.691534 3.031679 2.645405  0.18
N 1.784172 5.378362 2.487747  0.16
H 2.540710 2.907718 2.073137  0.12
H 1.182340 2.185284 2.882769  0.06
H 1.324367 6.231959 2.663638  0.09
H 2.785173 5.410916 2.358473  0.11
C -1.430975 1.045383 2.923115  -0.59
O -0.258691 0.818064 2.647873  -0.01
N -2.393151 0.140570 2.400135  0.14
N -1.919459 2.324495 3.266030  0.15
H -2.118453 -0.800189 2.158726  0.05
H -3.359545 0.319954 2.630865  0.08
H -1.145970 3.015321 3.444229  0.05
H -2.843324 2.536596 3.655022  0.11

Forces on the atoms, in the same order (eV/Å):
0.050 -0.945 0.182
3.732 -0.529 0.000
-1.439 1.991 -1.231
-2.020 -0.216 0.183
-0.453 -1.269 1.238
-1.442 -4.102 -3.085
0.078 0.129 0.818
0.596 0.567 0.351
-1.018 1.133 -0.920
0.893 2.515 2.781
0.199 -0.004 -0.271
-1.093 -0.043 -1.547
0.621 0.183 -1.253
-0.763 0.620 0.377
-0.466 -1.137 0.449
-0.326 -0.336 0.410
0.070 0.006 0.057
-0.339 0.304 0.466
0.220 -0.121 -0.170
0.024 -0.248 0.937
-0.188 0.040 0.677
0.167 0.304 0.498
0.079 -0.245 -0.167
-0.383 0.510 -0.389
0.942 0.239 -0.119
0.922 0.200 -0.036
0.266 -0.295 0.008
0.561 0.609 -0.739
-0.855 -1.263 1.609
-0.024 -0.184 0.499
-0.668 0.817 0.410
-0.276 0.769 -1.163
1.262 -0.731 -0.678
-0.261 1.059 0.295
0.339 0.032 -1.035
-0.084 -0.226 0.274
-0.013 0.414 -0.017
0.214 0.031 -0.107
-0.241 -1.160 0.548
0.983 -0.244 -1.185
-1.295 -1.424 1.480
0.296 0.777 -0.342
0.429 0.567 0.618
-0.387 -0.055 -0.729
0.157 0.440 0.287
1.047 0.522 -0.336
-1.238 -0.333 0.724
-0.506 -0.256 0.491
0.052 -0.297 -0.564
-0.105 0.009 0.087
0.655 -0.033 -0.460
1.152 1.576 -0.885
0.502 0.123 0.129
-0.571 1.357 0.195
-2.267 -4.592 1.145
-0.305 1.581 -0.745
0.068 -0.515 0.045
0.795 0.286 -0.597
1.010 -0.126 0.509
1.349 1.518 1.411
0.338 -0.530 -0.722
0.281 -0.023 -0.403
-1.709 -0.925 0.689
0.318 -0.466 -0.752
0.322 1.310 0.144
-0.493 -0.298 0.068
-0.087 -0.170 -0.050
0.159 -0.881 -1.322
-0.018 1.619 -0.016
0.086 -1.593 1.987
-0.172 0.129 -0.009
-0.351 -0.099 -0.822
-0.034 0.108 -0.005
0.016 -0.280 0.345
0.338 0.913 -0.146
-0.481 0.704 0.402
-1.500 -0.478 -0.842
1.715 2.135 -1.342
1.411 -0.371 0.635
-0.325 0.281 -0.365
-0.194 -1.677 1.366
-0.334 0.267 -0.263
-0.225 -0.582 -0.021
1.786 -1.497 -0.528
-1.107 -0.686 2.605
0.075 0.124 -0.509
-2.345 1.936 -0.945
0.437 -0.087 -0.744
0.001 -0.123 0.593
-0.400 0.105 0.720
1.176 -0.222 -1.125
-0.900 0.175 -0.795
-0.703 1.481 0.419
0.788 -0.275 -1.607
0.557 -1.115 0.813
1.065 -0.267 -0.329
-0.982 0.209 1.293
-0.171 -0.102 0.001
-0.573 0.355 0.268
-1.085 -1.995 -0.195
-0.017 0.814 -0.371
-0.727 0.880 0.308
0.883 0.262 0.141
0.344 -0.360 0.543
0.644 -0.158 -0.547
0.645 0.244 0.367
0.362 0.475 -0.326
0.135 -0.178 -0.986
-0.489 2.300 -0.548
1.659 1.104 1.534
-0.407 -1.239 -0.024
0.973 -0.751 0.204
-0.627 -1.062 -0.302
-1.151 -0.430 -0.240
-0.036 0.211 0.192
-2.183 0.497 0.531
1.525 0.149 1.040
1.422 -0.462 -0.704
0.772 -0.056 -1.127
-0.472 -0.480 -1.000
0.252 1.032 0.973
-0.448 -0.432 -0.627
-1.103 -0.112 1.008
3.460 0.016 -0.871
-3.577 -0.645 2.475
-0.304 -0.308 -0.047
-0.431 1.575 -0.902
-0.071 0.470 -0.430
0.531 0.353 -0.458
0.179 -0.173 0.186
0.476 -1.101 -0.018
-0.027 0.780 0.665
1.704 0.889 -0.463
1.261 -0.182 -0.739
-0.446 -1.851 -0.412
-0.752 0.339 0.749
-0.344 0.070 -0.311
-0.504 0.788 0.264
-0.259 -0.325 0.156
-2.344 0.502 -2.677
0.732 0.425 1.135
0.194 1.563 1.191
1.144 -1.284 0.555
0.369 -0.075 0.451
0.049 -0.210 0.078
-1.069 -0.605 -0.254
0.690 -0.669 -0.274

- LUMO energy: -0.0642 hartree
- Charge: +1
- E_HOMO: -11.07 eV
- Molecular weight: 1274.535 g/mol



C27H74N2O10 | wB97M-V/def2-TZVPD

Each line ends with the Löwdin charge.
Cartesian coordinates (Å):
C 19.776770 7.201170 -16.397660  -0.09
C 21.212220 6.679610 -16.168180  -0.32
O 21.213600 5.287840 -15.828900  -0.09
H 19.173780 6.970370 -15.519450  0.06
H 19.248750 6.802230 -17.263770  0.07
H 19.610650 8.274030 -16.494990  0.06
H 21.597490 7.228360 -15.308800  0.09
H 21.875620 7.011950 -16.966660  0.10
H 21.898760 5.091730 -15.185710  0.07
C 14.803830 4.782280 -20.560120  -0.84
O 14.362190 4.124540 -21.479000  0.01
N 15.360820 4.255920 -19.511750  0.18
N 14.829490 6.046350 -20.515240  0.17
H 15.758440 4.903830 -18.846760  0.04
H 15.517560 3.280840 -19.300230  0.12
H 15.067100 6.491800 -19.640470  0.10
H 15.027190 6.398940 -21.440810  0.13
C 17.436740 9.286260 -19.227560  -0.08
C 16.947940 9.666350 -17.890430  -0.46
C 15.546890 10.295420 -18.091900  -0.05
O 16.697480 8.426220 -17.231580  -0.09
H 16.793660 8.682980 -19.868350  0.09
H 18.417160 8.816090 -19.151280  0.08
H 17.668320 10.196520 -19.780630  0.08
H 17.596730 10.326030 -17.314230  0.14
H 14.874080 9.590170 -18.579780  0.08
H 15.612690 11.125800 -18.794920  0.07
H 15.027140 10.495720 -17.154970  0.06
H 16.883980 8.586910 -16.303680  0.07
C 11.593360 3.568800 -17.257380  -0.05
C 10.736690 2.338820 -17.536120  -0.53
C 9.486550 2.540310 -18.360300  -0.07
O 11.495420 1.418560 -18.250060  -0.05
H 12.507700 3.313040 -16.721950  0.05
H 11.167720 4.378600 -16.664800  0.07
H 11.936110 4.043190 -18.176920  0.08
H 10.425690 1.958680 -16.563040  0.13
H 9.002630 3.450700 -18.006580  0.08
H 8.807280 1.702150 -18.204810  0.07
H 9.737570 2.507610 -19.420500  0.09
H 11.138950 0.527240 -18.258850  0.09
C 16.949190 0.199660 -15.980720  -0.04
C 17.303230 -1.340330 -15.786220  -0.50
C 18.747610 -1.582850 -16.391610  -0.06
O 17.160230 -1.742860 -14.489490  -0.03
H 15.875600 0.324460 -15.839580  0.04
H 17.091450 0.592800 -16.987350  0.07
H 17.340290 0.924420 -15.266670  0.08
H 16.656560 -2.002480 -16.361960  0.12
H 19.095150 -2.608440 -16.516020  0.06
H 19.303350 -1.192700 -15.538940  0.07
H 19.075160 -0.927530 -17.198690  0.07
H 16.956220 -2.674090 -14.602570  0.09
C 14.757060 5.788200 -15.937950  -0.03
C 16.236910 5.567780 -16.264260  -0.42
C 16.519940 4.029800 -16.297620  -0.05
O 16.428480 5.872730 -17.629030  -0.12
H 14.515070 6.842990 -16.068140  0.06
H 14.493610 5.476630 -14.927200  0.06
H 14.029460 5.380790 -16.639880  0.07
H 16.947210 6.029230 -15.578220  0.13
H 15.704190 3.452290 -16.732500  0.07
H 16.643350 3.798720 -15.239570  0.06
H 17.471890 3.693270 -16.708270  0.08
H 16.343810 6.826200 -17.702070  0.04
C 12.747450 3.024350 -13.491910  -0.04
C 13.729860 2.004740 -12.975140  -0.54
C 13.857100 0.755150 -13.796300  -0.07
O 15.008210 2.449790 -13.115230  -0.06
H 12.949200 4.027680 -13.116760  0.07
H 11.735100 2.699000 -13.252360  0.08
H 12.856590 3.154660 -14.568570  0.06
H 13.360250 1.783530 -11.973870  0.14
H 14.086700 0.890730 -14.853180  0.07
H 12.901240 0.233420 -13.749200  0.08
H 14.638560 0.122910 -13.374770  0.08
H 15.592850 1.762600 -12.787260  0.10
C 15.307580 5.902180 -9.629760  -0.09
C 15.017380 5.724940 -11.055490  -0.60
C 16.219710 5.478290 -12.002180  -0.04
O 14.277040 4.635040 -11.198900  -0.06
H 15.995240 5.165320 -9.214710  0.08
H 14.345930 5.972480 -9.121450  0.08
H 15.867150 6.837280 -9.605740  0.07
H 14.402160 6.556960 -11.398050  0.11
H 15.806270 5.413060 -13.008610  0.06
H 16.813030 4.619890 -11.687160  0.09
H 16.902240 6.320710 -11.890030  0.07
H 14.589830 4.241040 -12.016540  0.03
C 12.509110 9.364770 -15.586020  -0.06
C 11.946090 8.442630 -14.465920  -0.52
C 10.965090 7.373720 -14.855980  -0.10
O 13.049270 7.729360 -13.934930  -0.16
H 13.409630 9.842980 -15.200690  0.06
H 11.746820 10.139010 -15.672980  0.06
H 12.513750 8.900460 -16.572170  0.08
H 11.579480 9.102740 -13.679830  0.10
H 10.553050 6.772240 -14.045700  0.06
H 11.398560 6.799740 -15.674970  0.07
H 10.055110 7.854020 -15.215630  0.07
H 12.748660 7.299080 -13.131130  0.06
C 15.298640 9.679160 -12.268810  -0.12
C 16.021220 10.147770 -13.531260  -0.44
C 17.588060 10.356110 -13.439390  -0.06
O 15.808510 9.083570 -14.485250  -0.09
H 15.669630 8.716830 -11.916120  0.07
H 14.225370 9.537810 -12.396110  0.05
H 15.414010 10.449560 -11.506410  0.06
H 15.485910 11.064920 -13.776980  0.12
H 17.850920 10.614520 -14.465170  0.06
H 18.139460 9.454930 -13.171200  0.06
H 17.799620 11.046600 -12.622950  0.06
H 15.047060 8.587830 -14.175360  0.03

Forces on the atoms, in the same order (eV/Å):
-0.426 -0.522 0.213
-0.630 1.156 0.986
-0.274 0.281 -0.882
-0.018 -0.361 0.061
0.243 -0.452 -0.023
0.929 0.284 -0.048
0.008 0.134 0.253
0.073 -0.778 -0.499
0.057 0.256 -0.057
-0.431 -5.690 -0.779
-0.619 -0.578 -1.832
1.591 -1.949 3.574
-0.464 6.582 -0.910
0.265 -0.399 0.334
-0.587 0.184 -0.638
0.302 0.378 -0.647
-0.324 0.978 0.487
2.223 0.817 -1.284
-3.146 -0.638 -0.484
0.147 0.006 0.012
0.865 0.470 0.754
-0.275 -0.068 0.502
-0.035 -0.447 0.020
-0.190 0.188 -0.274
0.220 -0.149 -0.097
0.296 -0.418 -0.145
-0.122 0.471 0.422
0.307 0.547 0.059
-0.508 -0.316 0.690
0.658 0.358 -0.504
-0.731 0.399 0.417
-0.367 0.403 0.443
1.950 -0.861 -0.278
-0.021 -0.398 -0.033
-0.667 -0.319 0.054
-0.068 -0.113 -0.294
0.083 -0.310 0.273
-0.337 0.099 -0.519
-0.125 -0.052 0.149
-0.001 0.632 0.034
-0.320 0.168 0.232
-1.238 -1.053 0.204
0.969 1.741 -3.854
0.052 0.934 2.134
0.185 -0.531 1.506
-0.169 -0.239 0.089
0.509 -0.371 -0.046
0.697 -0.464 0.128
-0.614 0.636 -0.562
-0.449 -0.096 -0.204
0.718 -0.088 0.079
-0.598 -0.268 -0.327
-0.010 -0.158 0.821
0.115 1.035 0.335
-1.058 -3.414 -1.545
0.285 0.499 1.926
0.568 1.051 -0.265
0.226 0.372 0.596
-0.039 0.112 0.007
0.518 -0.902 -0.201
-0.111 0.454 -0.137
-0.071 0.157 0.072
-0.460 -0.706 0.210
0.044 0.603 -0.496
0.256 0.706 -0.154
0.241 0.308 -0.906
-1.349 -0.994 -1.295
-2.158 -1.488 -0.053
2.609 2.769 1.180
-0.297 -0.173 0.510
-0.035 0.236 -0.047
-0.147 -0.296 -0.196
0.699 -0.181 0.564
-0.017 0.560 0.149
-0.045 -0.621 -0.133
-0.079 -0.239 0.076
0.285 0.127 0.027
1.038 1.207 0.516
2.019 1.041 -1.221
0.211 1.806 1.295
-2.803 -3.873 -0.498
-0.382 -0.388 0.004
0.290 -0.004 0.419
-0.194 0.418 0.691
0.360 0.828 -0.166
0.449 -0.120 -0.147
-0.408 -0.329 -0.170
0.149 0.250 -0.581
-0.460 -0.808 0.007
-1.901 -0.312 0.952
0.986 -0.102 -0.096
-1.306 1.064 -0.934
1.360 0.162 0.064
0.178 -0.272 -0.544
-0.005 0.383 -0.146
0.774 -0.181 0.132
-0.377 0.040 0.054
0.757 -0.231 0.251
-0.112 -0.336 0.205
-0.190 0.155 -0.512
-0.060 -0.282 0.530
0.660 0.467 0.570
0.367 -1.865 0.993
-2.080 -0.469 0.189
0.629 0.908 -0.507
0.285 0.079 0.138
-0.073 0.168 -0.393
0.053 -0.156 0.331
0.391 0.257 -0.790
0.581 0.609 0.266
-0.430 -0.343 -0.122
0.194 0.604 -0.568
-0.510 -0.365 -0.149

- LUMO energy (spin up / spin down): 0.0807 / 0.0784 hartree
- Charge: -1
- 2S+1: 2
- E_HOMO (spin up / spin down): 0.72 / -7.07 eV
- Molecular weight: 586.893 g/mol